<one>
Molecular formula: C4H8BrN2
Method: DFT, ωB97M-V/def2-TZVPD

The geometry in XYZ format:
```
15
C4H8BrN2 | the OMol25 dataset | ωB97M-V/def2-TZVPD
C -1.361 -0.713 0.030
C 0.102 -0.722 -0.358
Br 0.403 -2.366 -1.500
C 0.647 0.546 -1.007
N 1.220 1.252 0.112
C 1.410 0.406 1.105
N 0.875 -0.742 0.832
H -1.595 -1.668 0.609
H -2.054 -0.613 -0.862
H -1.574 0.081 0.650
H 1.578 0.390 -1.770
H -0.251 1.035 -1.662
H 1.692 2.172 0.206
H 2.003 0.706 1.975
H 1.168 -1.617 1.150
```

Results
molecular weight: 164.03 u
LUMO: -4.05 eV
multiplicity: 1
net charge: +1
frontier orbital gap: 10.442 eV
HOMO level: -14.49 eV

***

<two>
Molecular formula: C4H8BrN2
Method: DFT, ωB97M-V/def2-TZVPD

The geometry in XYZ format:
```
15
C4H8BrN2 | the OMol25 dataset | ωB97M-V/def2-TZVPD
Br -3.626 0.110 -0.082
N -1.777 -0.179 0.461
C -1.144 -1.356 0.146
C 0.168 -1.448 -0.080
C 1.171 -0.361 -0.069
N 0.391 0.937 0.273
C -0.858 0.886 -0.329
H -1.591 -2.301 0.221
H 0.602 -2.501 -0.153
H 2.031 -0.678 0.628
H 1.497 -0.164 -1.021
H 0.433 0.937 1.387
H 0.868 1.776 -0.068
H -0.836 0.636 -1.367
H -1.431 1.786 -0.272
```

Results
molecular weight: 164.03 u
LUMO: -4.07 eV
multiplicity: 1
net charge: +1
frontier orbital gap: 8.930 eV
HOMO level: -13.00 eV

***

Stability check: which of them is most stable? <one>.

***

<one>
Molecular formula: C6H9ClO
Method: DFT, ωB97M-V/def2-TZVPD

The geometry in XYZ format:
```
17
C6H9ClO | the OMol25 dataset | ωB97M-V/def2-TZVPD
C -1.839 0.352 0.440
C -0.411 -0.318 -0.001
C 0.145 -0.984 1.285
C 0.544 0.244 -0.787
C 1.632 -0.579 -1.227
O 1.943 -1.615 -0.427
C 0.664 1.611 -0.781
Cl 1.818 2.444 -1.853
H -1.839 0.948 1.408
H -2.489 -0.623 0.685
H -2.261 0.957 -0.429
H -0.527 -1.280 -0.559
H -0.241 -0.140 2.098
H -0.504 -2.098 1.470
H 1.435 -0.925 0.985
H 2.164 -0.163 -2.145
H -0.234 2.169 -0.161
```

Results
molecular weight: 132.59 u
LUMO: -0.77 eV
multiplicity: 1
frontier orbital gap: 8.544 eV
HOMO level: -9.32 eV

***

<two>
Molecular formula: C6H9ClO
Method: DFT, ωB97M-V/def2-TZVPD

The geometry in XYZ format:
```
17
C6H9ClO | the OMol25 dataset | ωB97M-V/def2-TZVPD
C -1.965 -1.077 0.079
C -0.768 -0.245 0.492
C -0.851 1.261 0.500
C 0.248 0.049 -0.669
C 1.573 -0.449 -0.439
C 2.600 0.369 -0.218
H -2.769 -1.155 0.845
H -1.623 -2.075 -0.159
H -2.398 -0.617 -0.821
H -0.210 -0.549 1.380
H -0.724 1.644 1.511
H -1.691 1.706 0.003
H -0.110 -0.143 -1.683
H 1.745 -1.510 -0.452
H 2.484 1.430 -0.217
O 0.260 1.484 -0.401
Cl 4.198 -0.123 0.247
```

Results
molecular weight: 132.59 u
LUMO: 0.99 eV
multiplicity: 1
frontier orbital gap: 10.173 eV
HOMO level: -9.18 eV

***

Stability check: which of them is most stable? <two>.

***

<one>
Molecular formula: C3H5B
Method: DFT, ωB97M-V/def2-TZVPD

The geometry in XYZ format:
```
9
C3H5B | the OMol25 dataset | ωB97M-V/def2-TZVPD
C 0.841 -0.749 -1.037
C 0.280 -0.202 0.022
B -0.117 -0.095 1.475
C -0.783 0.782 0.386
H 1.375 -1.640 -0.875
H 0.461 -0.582 -2.086
H 0.113 -0.368 2.581
H -1.685 0.669 -0.278
H -0.373 1.701 0.449
```

Results
molecular weight: 51.88 u
LUMO: -0.16 eV
multiplicity: 1
frontier orbital gap: 9.508 eV
HOMO level: -9.67 eV

***

<two>
Molecular formula: C3H5B
Method: DFT, ωB97M-V/def2-TZVPD

The geometry in XYZ format:
```
9
C3H5B | the OMol25 dataset | ωB97M-V/def2-TZVPD
B -0.023 -1.285 0.317
C 1.120 -0.107 -0.039
C -1.114 -0.146 -0.102
C 0.012 0.778 0.255
H 2.028 0.101 0.355
H 1.140 -0.520 -1.065
H -1.390 -0.366 -1.113
H -1.966 -0.044 0.411
H 0.192 1.589 0.981
```

Results
molecular weight: 51.88 u
LUMO (alpha / beta): 0.00 / 0.00 eV
multiplicity: 1
frontier orbital gap (alpha / beta): 7.453 / 7.445 eV
HOMO level (alpha / beta): -7.45 / -7.45 eV

***

<three>
Molecular formula: C3H5B
Method: DFT, ωB97M-V/def2-TZVPD

The geometry in XYZ format:
```
9
C3H5B | the OMol25 dataset | ωB97M-V/def2-TZVPD
B 1.190 -0.849 -0.508
C 0.031 -1.213 0.525
C -0.537 0.535 -1.051
C -0.021 0.166 0.145
H -0.672 -1.749 -0.108
H 0.067 -1.541 1.582
H -1.398 -0.008 -1.528
H -0.208 1.496 -1.478
H 0.626 0.887 0.671
```

Results
molecular weight: 51.88 u
LUMO: -0.24 eV
multiplicity: 1
frontier orbital gap: 7.326 eV
HOMO level: -7.57 eV

***

Stability check: which of them is most stable? <one>.

***

<one>
Molecular formula: CH3Cl2N3
Method: DFT, ωB97M-V/def2-TZVPD

The geometry in XYZ format:
```
9
CH3Cl2N3 | the OMol25 dataset | ωB97M-V/def2-TZVPD
N 0.085 -0.489 0.511
C -0.017 0.098 -0.701
N -0.779 -0.711 -1.825
Cl -0.957 0.080 -3.223
N 0.175 1.394 -0.844
Cl 0.162 2.376 0.602
H -0.380 -1.375 0.713
H 0.820 -0.276 1.152
H 0.201 1.892 -1.702
```

Results
molecular weight: 127.96 u
LUMO (alpha / beta): -0.17 / -0.17 eV
multiplicity: 1
frontier orbital gap (alpha / beta): 7.515 / 7.514 eV
HOMO level (alpha / beta): -7.68 / -7.68 eV

***

<two>
Molecular formula: CH3Cl2N3
Method: DFT, ωB97M-V/def2-TZVPD

The geometry in XYZ format:
```
9
CH3Cl2N3 | the OMol25 dataset | ωB97M-V/def2-TZVPD
C -0.177 0.401 0.032
N -0.172 1.597 -0.164
N 0.018 -0.864 -0.147
N 0.388 0.234 2.539
Cl 1.343 -1.212 2.412
Cl 1.303 1.620 2.565
H -0.098 2.112 0.746
H -0.664 -1.429 -0.576
H 0.489 -1.309 0.764
```

Results
molecular weight: 127.96 u
LUMO: 0.03 eV
multiplicity: 1
frontier orbital gap: 7.879 eV
HOMO level: -7.85 eV

***

Stability check: which of them is most stable? <one>.

***

<one>
Molecular formula: C4H9O3
Method: DFT, ωB97M-V/def2-TZVPD

The geometry in XYZ format:
```
16
C4H9O3 | the OMol25 dataset | ωB97M-V/def2-TZVPD
O -0.934 1.966 -0.127
C -1.735 0.886 0.086
C -1.221 -0.424 -0.477
O -0.097 -0.824 0.266
C 0.489 -2.012 -0.205
H -2.712 1.139 -0.385
H -1.972 0.791 1.166
H -0.962 -0.287 -1.543
H -2.010 -1.195 -0.407
H 1.362 -2.223 0.425
H -0.228 -2.848 -0.154
H 0.829 -1.904 -1.249
C 2.307 1.738 0.677
O 2.869 0.709 0.955
H 1.168 1.782 0.362
H 2.848 2.705 0.611
```

Results
molecular weight: 105.11 u
LUMO (alpha / beta): 0.98 / -1.70 eV
multiplicity: 2
frontier orbital gap (alpha / beta): 10.655 / 7.963 eV
HOMO level (alpha / beta): -9.68 / -9.66 eV

***

<two>
Molecular formula: C4H9O3
Method: DFT, ωB97M-V/def2-TZVPD

The geometry in XYZ format:
```
16
C4H9O3 | the OMol25 dataset | ωB97M-V/def2-TZVPD
C 0.147 -0.580 -2.690
C -0.504 -0.875 -1.327
O 0.021 -1.600 -0.522
O -1.675 -0.335 -1.321
H 0.312 -1.526 -3.164
H 1.128 -0.137 -2.516
H -0.420 0.112 -3.303
C 0.647 1.044 1.268
C 0.118 1.991 2.313
O 0.972 -0.198 1.920
H -0.125 0.840 0.519
H 1.542 1.272 0.691
H 0.842 2.501 2.940
H 0.728 -0.990 1.423
H -0.410 1.339 3.026
H -0.745 2.555 1.956
```

Results
molecular weight: 105.11 u
LUMO (alpha / beta): 0.69 / -3.43 eV
multiplicity: 2
frontier orbital gap (alpha / beta): 10.532 / 6.405 eV
HOMO level (alpha / beta): -9.84 / -9.84 eV

***

Stability check: which of them is most stable? <two>.

***

<one>
Molecular formula: C6H14N4
Method: DFT, ωB97M-V/def2-TZVPD

The geometry in XYZ format:
```
24
C6H14N4 | the OMol25 dataset | ωB97M-V/def2-TZVPD
C -1.556 1.650 0.393
C -1.609 -1.332 -1.327
C -0.241 0.955 0.635
C -0.876 -1.085 -0.033
C -1.066 -1.845 1.040
N 0.232 0.920 1.828
H 1.168 0.533 1.908
H -1.929 1.499 -0.620
H -2.286 1.265 1.100
H -1.427 2.723 0.559
H -0.927 -1.393 -2.185
H -2.204 -2.256 -1.318
H -2.300 -0.510 -1.548
H -0.579 -1.596 1.982
H -1.734 -2.711 1.058
C 1.854 0.509 -0.479
N 2.894 1.140 0.077
N 1.827 -0.783 -0.775
N 0.695 1.219 -0.614
H 0.839 -1.147 -0.521
H 2.625 -1.367 -0.563
H 3.663 0.639 0.494
H 2.762 2.111 0.314
H 0.175 0.859 -1.406
```

Results
molecular weight: 142.21 u
LUMO: 0.37 eV
multiplicity: 1
frontier orbital gap: 7.093 eV
HOMO level: -6.72 eV

***

<two>
Molecular formula: C6H14N4
Method: DFT, ωB97M-V/def2-TZVPD

The geometry in XYZ format:
```
24
C6H14N4 | the OMol25 dataset | ωB97M-V/def2-TZVPD
C -0.211 2.256 -0.287
C -1.633 1.945 0.291
N -1.807 0.447 0.250
C -0.589 -0.261 0.781
N -0.720 -1.600 0.273
C 0.447 -2.395 0.144
C 1.352 -1.689 -0.963
N 1.373 -0.209 -0.815
C 0.819 0.247 0.527
N 0.892 1.687 0.560
H 0.018 3.323 -0.379
H -0.242 1.764 -1.302
H -1.705 2.259 1.334
H -2.454 2.379 -0.155
H -1.823 0.059 -0.685
H -0.729 -0.323 1.899
H -1.447 -2.143 0.689
H 0.061 -3.289 -0.330
H 0.951 -2.525 1.054
H 2.367 -2.098 -0.882
H 0.928 -1.952 -1.967
H 0.748 0.121 -1.502
H 1.593 -0.044 1.257
H 1.813 2.040 0.207
```

Results
molecular weight: 142.21 u
LUMO: 1.10 eV
multiplicity: 1
frontier orbital gap: 9.681 eV
HOMO level: -8.58 eV

***

Stability check: which of them is most stable? <two>.